1.
101
Properties=species:S:1:pos:R:3 method="wB97M-V/def2-TZVPD" homo_lumo_gap_ha=0.281 homo_energy_ha=-0.386 total_charge=+1 max_force_ev_per_a=7.208 mol_weight_g_mol=851.4 e_tot_ev=-121273.9539
C -7.59692 2.14233 -0.35556
C -7.47649 0.72001 0.23942
O -6.56777 -0.11345 -0.51672
B -5.32311 -0.15721 0.00792
O -4.74360 -1.27294 0.44036
N -4.48592 1.13240 0.06800
C -4.25657 1.62803 1.45964
C -3.56168 3.01327 1.39020
N -3.11161 3.40878 0.05208
C -2.49994 2.34391 -0.70979
S -0.71295 2.23777 -0.42096
O -0.07516 1.52314 -1.46922
O -0.57673 1.63358 0.86602
C -0.11666 4.00578 -0.35210
F -0.33561 4.47329 0.87348
F -0.78484 4.75529 -1.22502
F 1.17863 4.03935 -0.59682
C -3.12897 0.93661 -0.54681
H -7.18440 2.08683 -1.36342
H -8.62459 2.47871 -0.37891
H -6.95999 2.80914 0.22946
H -7.20155 0.76570 1.29582
H -8.46761 0.27855 0.21271
H -5.41380 -1.95081 0.58639
H -4.98071 1.80732 -0.51644
H -5.16434 1.69236 2.05474
H -3.59959 0.89964 1.92678
H -4.30321 3.75321 1.68772
H -2.78392 3.08890 2.14379
H -3.90145 3.76838 -0.46468
H -2.61042 2.61866 -1.76002
H -2.52820 0.29510 0.09086
H -3.28860 0.49622 -1.52644
C 1.41365 -0.55260 1.36131
O 1.36971 -1.38183 2.54000
P 2.82148 -1.76226 3.27545
O 2.31711 -2.80466 4.20616
O 2.96732 -0.28940 3.95815
C 2.04900 0.07017 4.98244
O 4.45580 -2.06876 3.52266
C 5.37877 -1.95387 2.43177
H 0.39606 -0.33762 1.06831
H 1.92945 0.38893 1.56749
H 1.91273 -1.07687 0.54338
H 1.55712 -0.80315 5.41044
H 1.29326 0.74722 4.57562
H 2.60424 0.58834 5.76239
H 5.34575 -0.94642 2.01307
H 5.12806 -2.67728 1.65587
H 6.38245 -2.15656 2.79744
C -7.92398 -1.32405 6.20054
O -6.95755 -0.59036 5.41465
P -6.23959 0.73712 6.11866
O -5.56923 1.34526 4.94291
O -5.26642 -0.18357 7.03014
C -4.20177 -0.89977 6.40240
O -6.15234 1.95952 7.22936
C -7.26497 2.14106 8.14047
H -8.22396 -2.19865 5.62977
H -7.48694 -1.65124 7.14605
H -8.80591 -0.71277 6.39205
H -3.96546 -0.49529 5.41907
H -4.47694 -1.95085 6.30371
H -3.32587 -0.82296 7.04192
H -7.43503 1.23736 8.72896
H -8.17119 2.39949 7.59016
H -7.01765 2.95762 8.81176
C 3.72880 0.01489 -4.18958
O 3.56969 -0.50538 -2.85226
P 4.89380 -0.45166 -1.84853
O 4.43649 -1.30539 -0.72768
O 4.68188 1.14937 -1.59470
C 3.57487 1.57178 -0.81243
O 6.50330 -0.27569 -1.52208
C 7.39020 -0.22846 -2.66973
H 2.75666 -0.01571 -4.67614
H 4.08076 1.04941 -4.16419
H 4.42689 -0.59940 -4.76009
H 3.17466 0.76053 -0.20679
H 2.78689 1.95353 -1.46711
H 3.91247 2.37534 -0.15872
H 7.11905 0.59922 -3.32855
H 7.33227 -1.16717 -3.21970
H 8.40708 -0.08224 -2.31668
C 8.17692 -3.48556 -8.63882
O 7.88535 -3.15822 -7.26342
P 6.43195 -2.42915 -6.92853
O 6.64384 -2.01805 -5.52251
O 5.61384 -3.82116 -7.09365
C 5.77152 -4.82873 -6.09289
O 5.06895 -1.56770 -7.33695
C 4.97263 -1.04996 -8.68471
H 9.11777 -4.02839 -8.65901
H 7.39323 -4.11771 -9.06262
H 8.28442 -2.57888 -9.23432
H 6.17793 -4.42198 -5.16787
H 6.43503 -5.61098 -6.46438
H 4.79214 -5.25958 -5.89663
H 5.02873 -1.85923 -9.41593
H 5.76775 -0.32647 -8.87421
H 4.01336 -0.55035 -8.78558


2.
89
Properties=species:S:1:pos:R:3 method="wB97M-V/def2-TZVPD" homo_lumo_gap_ha=0.321 homo_energy_ha=-0.302 total_charge=0 max_force_ev_per_a=8.839 mol_weight_g_mol=723.6 e_tot_ev=-134286.6503
C 2.76973 -1.89775 0.87758
C 1.48099 -2.96407 0.86575
O 1.44567 -3.84669 1.86423
O 0.55646 -2.85697 -0.26684
C -0.82461 -3.21582 0.07868
O -1.24179 -4.39624 0.56986
C -2.04737 -2.11128 -0.20904
Si -2.69914 -1.25502 1.39129
O -1.44768 -0.67261 2.47862
Si -0.92113 0.96487 2.02224
C -0.29525 0.83535 0.18561
C 1.02420 1.77055 -0.11788
C 0.91520 2.26419 -1.70763
Cl 1.08714 3.33189 0.92517
H 3.59704 -2.34988 1.60805
H 2.46257 -0.86871 1.34258
H 3.29289 -1.81400 -0.17746
H -1.70225 -1.29455 -0.97417
H -2.93377 -2.70672 -0.74175
H -3.64459 -2.15416 2.09173
H -3.52325 -0.08060 1.00476
H -2.05468 1.92372 1.98204
H 0.08680 1.52322 2.92499
H 0.05214 -0.29199 0.02037
H -1.18963 1.00544 -0.56210
H 2.02090 1.12153 -0.02551
H 1.75140 1.64495 -2.29132
H -0.13295 2.01074 -2.19073
H 1.19189 3.39401 -1.83904
C 7.39505 -2.04379 -2.37086
S 6.51620 -2.59320 -0.88902
O 5.16322 -1.94581 -0.90109
C 7.54344 -1.68449 0.29026
H 6.89620 -2.46613 -3.24672
H 7.37611 -0.95315 -2.43537
H 8.42742 -2.39972 -2.33791
H 7.51535 -0.61550 0.06477
H 8.57111 -2.05181 0.23934
H 7.14998 -1.85217 1.29693
C -1.96985 7.51132 -1.03619
S -1.29679 5.92302 -0.49360
O -2.32485 4.87220 -0.79137
C -1.37786 6.27652 1.27845
H -2.04533 7.50193 -2.12640
H -2.96294 7.66416 -0.60674
H -1.29998 8.31766 -0.72853
H -2.40690 6.50393 1.56784
H -0.72660 7.12176 1.51311
H -1.03484 5.39404 1.82605
C 9.62082 -0.11393 -5.57809
S 9.61435 1.07150 -4.21252
O 8.37635 0.82085 -3.40360
C 9.31127 2.53497 -5.23139
H 9.75996 -1.11668 -5.16642
H 8.67000 -0.07270 -6.11499
H 10.44542 0.11402 -6.25752
H 8.37901 2.41592 -5.78916
H 10.14567 2.67942 -5.92169
H 9.23122 3.40624 -4.57504
C -6.93154 -5.33657 3.67770
S -5.30481 -4.57275 3.47666
O -5.33396 -3.77768 2.20512
C -4.41294 -6.10928 3.13703
H -7.66466 -4.54771 3.86367
H -7.20638 -5.87815 2.76931
H -6.91310 -6.01932 4.53038
H -4.84016 -6.60402 2.26119
H -4.47387 -6.76762 4.00680
H -3.36450 -5.86765 2.94036
C -4.65161 4.40423 5.04024
S -3.02488 5.16805 4.83920
O -3.05402 5.96312 3.56766
C -2.13301 3.63152 4.49957
H -5.38473 5.19309 5.22621
H -4.92645 3.86265 4.13186
H -4.63317 3.72148 5.89292
H -2.56023 3.13679 3.62373
H -2.19394 2.97318 5.36934
H -1.08457 3.87315 4.30290
C -5.37513 -4.54667 -3.39475
S -5.22978 -2.74680 -3.49175
O -3.92213 -2.36546 -2.86372
C -6.53496 -2.38486 -2.29291
H -4.61789 -4.99148 -4.04520
H -5.21067 -4.88138 -2.36765
H -6.36705 -4.85322 -3.73487
H -6.30017 -2.85029 -1.33237
H -7.49031 -2.75951 -2.66782
H -6.59853 -1.30065 -2.16344


3.
91
Properties=species:S:1:pos:R:3 method="wB97M-V/def2-TZVPD" homo_lumo_gap_ha=0.327 homo_energy_ha=-0.321 total_charge=0 max_force_ev_per_a=1.120 mol_weight_g_mol=619.5 relative_energy_ev=0.000 e_tot_ev=-74036.4621
N 0.20264 -1.67921 5.46382
P 1.27564 -2.69704 4.60507
O 0.54473 -2.61984 3.14049
N 2.61568 -1.52629 4.46135
C 2.43680 -0.49968 3.38101
B 3.28636 0.82437 3.71301
O 4.16484 1.33046 2.80299
O 3.13518 1.44896 4.93146
S 4.10411 -2.20783 4.46719
O 4.80440 -1.89175 3.27125
O 4.08384 -3.55435 4.92033
F 4.73417 -1.35362 5.61659
H -0.63774 -1.48619 4.92257
H 0.64650 -0.77431 5.61232
H 0.87562 -3.30788 2.55549
H 1.38798 -0.19870 3.44385
H 2.64473 -0.90789 2.39611
H 3.87368 1.12209 1.90820
H 3.51283 0.95301 5.65979
C -4.20308 -2.31882 -0.52477
O -3.06828 -1.70561 -1.11128
C -3.38295 -0.60043 -1.95542
C -2.92944 0.70206 -1.33281
N -3.73647 1.04753 -0.16970
C -3.21213 2.15935 0.61799
C -1.85653 1.97449 1.29310
O -1.84680 1.00694 2.32559
C -1.65315 -0.33386 1.90703
H -3.87361 -3.24236 -0.04970
H -4.65870 -1.68471 0.24239
H -4.95546 -2.56567 -1.27920
H -4.44876 -0.57773 -2.19688
H -2.83043 -0.74464 -2.88882
H -3.01615 1.50112 -2.07482
H -1.86591 0.58825 -1.08097
H -3.80821 0.23757 0.43136
H -3.94269 2.37050 1.40264
H -3.16784 3.04898 -0.01827
H -1.60313 2.92396 1.77311
H -1.05591 1.77255 0.57042
H -1.02690 -0.39987 1.01342
H -2.60868 -0.83455 1.72480
H -1.15462 -0.86592 2.71394
C 2.80866 7.34257 2.98774
O 1.48261 7.13610 2.53937
C 1.18655 7.72621 1.28004
C 0.98716 6.66893 0.21517
N 2.24260 6.00769 -0.11756
C 2.10006 4.82729 -0.96324
C 1.33355 3.63308 -0.40346
O 1.97242 2.99145 0.68495
C 1.71952 3.55207 1.96380
H 2.86102 6.99582 4.01820
H 3.53568 6.77604 2.39593
H 3.07529 8.40297 2.96097
H 1.96070 8.43992 0.98452
H 0.24889 8.27693 1.39754
H 0.58647 7.14187 -0.68638
H 0.23257 5.96469 0.59193
H 2.70548 5.73411 0.73915
H 3.10850 4.48280 -1.20548
H 1.63487 5.12785 -1.90740
H 1.27835 2.88517 -1.19937
H 0.29759 3.88494 -0.14579
H 0.72360 3.99511 2.03619
H 2.47671 4.29417 2.22598
H 1.79394 2.74370 2.68800
C -0.39042 -3.69249 -1.73397
O -1.07860 -4.89168 -2.04131
C -2.34942 -4.69090 -2.65217
C -2.32709 -5.11818 -4.10448
N -1.52926 -4.20379 -4.91237
C -1.27095 -4.66490 -6.27353
C -0.44782 -5.93606 -6.45957
O 0.90439 -5.81818 -6.06343
C 1.16258 -6.04604 -4.69019
H 0.47832 -3.95585 -1.13075
H -0.03607 -3.18946 -2.64095
H -1.02377 -3.00721 -1.16668
H -2.68722 -3.65750 -2.54783
H -3.06114 -5.32891 -2.11851
H -3.35172 -5.12877 -4.48871
H -1.94049 -6.14578 -4.13995
H -0.64186 -4.05127 -4.45193
H -0.74458 -3.85849 -6.79025
H -2.23027 -4.79323 -6.78510
H -0.42492 -6.14776 -7.53196
H -0.91368 -6.80795 -5.98435
H 0.46802 -6.77130 -4.25918
H 1.12209 -5.11762 -4.11349
H 2.17493 -6.44159 -4.60616


4.
86
Properties=species:S:1:pos:R:3 method="wB97M-V/def2-TZVPD" homo_lumo_gap_ha=0.139 homo_energy_ha=-0.486 total_charge=+2 max_force_ev_per_a=5.163 mol_weight_g_mol=498.7 relative_energy_ev=0.000 e_tot_ev=-45716.3862
Be 1.16336 -2.82900 1.59023
Be -3.14879 -1.05715 -0.00165
C -0.30780 -0.70365 0.32036
O -1.01314 0.21176 -0.13501
O -0.90227 -1.61457 0.96035
O 0.93368 -0.78479 0.24327
C -3.65360 3.48192 0.55837
C -4.10414 2.07361 0.12901
C -3.78011 1.79491 -1.31750
O -4.10639 0.44966 -1.50368
C -4.48376 0.11081 -2.84163
N -3.31445 1.10462 0.93921
H -2.61186 3.71769 0.34897
H -3.91151 3.70082 1.59396
H -4.33660 4.10368 -0.02947
H -5.12179 1.89698 0.47683
H -2.71766 1.93201 -1.53477
H -4.35801 2.46508 -1.95688
H -3.92573 0.63459 -3.61720
H -5.53798 0.38870 -2.90402
H -4.41246 -0.96683 -2.97907
H -3.38806 1.40954 1.90304
H -2.32775 1.13143 0.69416
C -5.14031 -3.93036 -0.95303
C -3.72044 -4.20957 -0.37586
C -2.55231 -4.01288 -1.34825
O -2.59692 -2.60551 -1.59849
C -1.61803 -2.22958 -2.56877
N -3.60345 -3.40747 0.85058
H -5.87747 -4.36941 -0.27695
H -5.44096 -4.46779 -1.85283
H -5.26234 -2.84958 -1.02108
H -3.78013 -5.27268 -0.12396
H -2.58960 -4.67219 -2.21344
H -1.62805 -4.19924 -0.80042
H -1.52362 -1.14365 -2.58522
H -1.94942 -2.51586 -3.56913
H -0.61345 -2.62695 -2.42302
H -4.27021 -3.70260 1.55629
H -2.71957 -3.65763 1.28750
C 5.38795 0.33909 0.31206
C 5.09905 -0.92896 1.13742
C 5.64335 -0.87457 2.57072
O 5.51708 -2.11015 3.19700
C 5.86154 -2.00743 4.55950
N 3.64277 -1.16388 1.16126
H 5.18030 1.18588 0.97701
H 4.76144 0.46756 -0.56746
H 6.45335 0.52607 0.17519
H 5.62435 -1.74552 0.64043
H 5.23142 -0.03649 3.14614
H 6.69253 -0.55812 2.49545
H 5.80787 -2.92471 5.14551
H 5.34401 -1.22024 5.11097
H 6.94390 -1.83054 4.56560
H 3.11752 -0.38761 1.54231
H 3.35570 -1.20402 0.18797
C 3.06606 4.20174 1.16869
C 1.85789 3.37785 1.51755
C 0.64730 3.69614 0.58108
O 0.60446 4.98163 0.00653
C 0.17721 5.97637 0.89544
N 2.26838 1.95421 1.46089
H 3.85328 4.16685 1.92346
H 2.95948 5.25040 0.89457
H 3.55256 3.77903 0.28200
H 1.57801 3.59613 2.55008
H -0.25435 3.43853 1.14833
H 0.74543 3.02616 -0.27528
H 0.22209 6.93196 0.36939
H 0.68410 6.01772 1.85920
H -0.91515 5.91422 0.99195
H 1.38595 1.45129 1.51141
H 2.63232 1.81766 0.52217
C 0.43552 1.79383 -3.24084
O 0.40348 0.40493 -2.96866
H 0.67879 2.39096 -2.36115
H 1.06592 1.86808 -4.12513
H -0.56689 2.16350 -3.48993
H 0.30857 0.32406 -2.01361
C 1.09596 -4.80911 -1.39344
O 1.38133 -3.56097 -0.76343
H 1.91578 -5.50830 -1.23171
H 0.15768 -5.30655 -1.14863
H 0.95418 -4.63645 -2.46265
H 1.69361 -3.00714 -1.48625


5.
83
Properties=species:S:1:pos:R:3 method="wB97M-V/def2-TZVPD" homo_lumo_gap_ha="0.259 / 0.176" homo_energy_ha="-0.406 / -0.406" total_charge=+1 max_force_ev_per_a=5.224 mol_weight_g_mol=541.5 multiplicity=2 relative_energy_ev=2.193 e_tot_ev=-42793.1746
Ag -0.28572 -3.08083 0.61937
C 0.94554 0.14388 -0.08724
O 0.56901 -1.16571 -0.18228
H 0.90086 0.72067 -1.01105
H 0.23601 0.64815 0.56880
H 1.99751 0.18913 0.19455
C -3.55775 1.47048 -0.17003
C -2.95540 1.12908 -1.52503
C -2.22407 2.33549 -2.22706
O -2.67113 3.64597 -1.85044
C -1.86504 4.63555 -2.47918
N -2.17808 -0.00487 -1.50666
H -3.81348 0.58496 0.41182
H -4.43404 2.09726 -0.33545
H -2.92236 2.12332 0.42846
H -3.66052 0.64819 -2.20300
H -2.28241 2.23516 -3.31087
H -1.15891 2.26886 -2.00543
H -2.01565 4.96300 -3.50786
H -0.81165 4.53298 -2.21848
H -2.13553 5.56359 -1.97551
H -1.27427 0.08549 -1.06500
H -2.55488 -0.76894 -0.96415
C -4.71612 1.92431 5.06335
C -4.06377 1.96741 3.69771
C -3.10851 0.78430 3.50425
O -1.75550 0.94621 3.94821
C -0.93425 1.95925 3.28422
N -5.06641 2.06144 2.68692
H -5.23727 1.00328 5.32453
H -5.40432 2.75743 5.20609
H -3.92181 2.02974 5.80230
H -3.53455 2.91926 3.65271
H -3.09612 0.42030 2.47689
H -3.62984 -0.03913 3.99239
H -1.08650 1.86790 2.20878
H 0.13583 1.90333 3.48400
H -1.21867 2.95575 3.62216
H -5.63451 2.87076 2.89274
H -4.65385 2.24823 1.78414
C 3.31888 -5.98570 1.03562
C 2.20761 -4.90962 1.50092
C 2.67990 -3.65285 2.20737
O 1.46343 -3.14226 2.80527
C 1.70439 -1.87430 3.45394
N 1.43645 -4.61492 0.30142
H 4.01464 -6.25567 1.83007
H 3.88694 -5.56647 0.20518
H 2.87917 -6.93321 0.72418
H 1.50346 -5.44862 2.13477
H 3.12406 -3.08347 1.39089
H 3.46125 -3.70278 2.96572
H 2.37100 -1.91602 4.31533
H 0.84867 -1.38807 3.92237
H 2.13484 -1.20398 2.70997
H 2.07281 -4.26133 -0.39867
H 1.31328 -5.55257 -0.05319
C -0.11840 -1.17648 -4.10994
C 1.32928 -1.34825 -4.46880
C 1.70243 -0.61121 -5.77478
O 0.98152 -1.09949 -6.91868
C 1.31485 -0.49340 -8.17129
N 2.02908 -0.88058 -3.35624
H -0.80929 -1.60883 -4.83371
H -0.37295 -0.11922 -4.03576
H -0.23938 -1.65846 -3.13980
H 1.59673 -2.37576 -4.71533
H 2.77220 -0.74950 -5.93155
H 1.56793 0.45995 -5.62437
H 0.78422 0.44296 -8.34377
H 0.91335 -1.08098 -8.99690
H 2.38739 -0.34731 -8.29940
H 1.43894 -1.00886 -2.54668
H 2.15113 0.11491 -3.47544
C 3.18492 2.69712 2.59318
C 4.34412 1.59696 2.67024
O 4.47633 1.20581 4.06415
H 3.21572 3.03289 1.55664
H 3.24027 3.46618 3.36362
H 2.30370 2.07724 2.75846
H 5.18990 2.07586 2.17689
H 4.07111 0.71105 2.09689
H 5.20221 0.58863 4.18156